No. 1
The following is a DFT calculation (ωB97M-V/def2-TZVPD) of a cluster of 6 separate species, C33H83N5O11 in total at a distorted geometry.

Cartesian coordinates (Å):
C (-14.65, 20.45, 19.82)
C (-15.42, 20.91, 18.53)
C (-14.56, 21.64, 17.45)
O (-16.28, 19.95, 17.96)
H (-13.96, 19.72, 19.40)
H (-15.39, 19.89, 20.40)
H (-14.21, 21.30, 20.33)
H (-16.16, 21.56, 18.99)
H (-15.27, 22.16, 16.81)
H (-14.01, 20.91, 16.87)
H (-13.91, 22.34, 18.00)
H (-15.84, 19.11, 17.76)
C (-11.50, 22.21, 9.45)
O (-10.55, 22.21, 10.47)
C (-9.77, 23.45, 10.42)
C (-8.45, 23.13, 11.29)
N (-8.75, 22.53, 12.62)
C (-7.67, 22.78, 13.53)
C (-6.39, 22.09, 13.12)
O (-5.70, 22.85, 12.14)
C (-4.87, 22.25, 11.21)
H (-11.08, 22.03, 8.46)
H (-12.11, 23.11, 9.47)
H (-12.23, 21.45, 9.70)
H (-10.11, 24.36, 10.91)
H (-9.53, 23.73, 9.40)
H (-7.79, 24.00, 11.29)
H (-7.87, 22.36, 10.79)
H (-9.71, 22.60, 12.93)
H (-7.90, 22.37, 14.51)
H (-7.39, 23.83, 13.64)
H (-6.79, 21.14, 12.77)
H (-5.57, 21.98, 13.83)
H (-3.98, 22.02, 11.81)
H (-4.66, 22.84, 10.31)
H (-5.17, 21.28, 10.83)
C (-10.24, 24.21, 21.30)
O (-9.84, 22.90, 20.79)
C (-10.59, 22.58, 19.63)
C (-9.69, 21.77, 18.69)
N (-9.20, 20.64, 19.50)
C (-8.33, 19.70, 18.72)
C (-6.88, 20.25, 18.78)
O (-6.52, 19.96, 20.09)
C (-5.08, 20.11, 20.33)
H (-11.32, 24.25, 21.37)
H (-10.08, 25.07, 20.65)
H (-9.77, 24.62, 22.20)
H (-10.98, 23.39, 19.02)
H (-11.41, 21.98, 20.02)
H (-8.84, 22.40, 18.43)
H (-10.22, 21.54, 17.77)
H (-8.62, 21.05, 20.22)
H (-8.70, 19.46, 17.72)
H (-8.28, 18.81, 19.34)
H (-6.73, 21.30, 18.54)
H (-6.27, 19.60, 18.16)
H (-4.48, 19.25, 20.04)
H (-5.02, 20.02, 21.41)
H (-4.61, 20.98, 19.88)
C (-14.72, 24.42, 19.81)
O (-14.14, 24.59, 18.53)
C (-13.45, 25.89, 18.39)
C (-12.67, 26.22, 17.14)
N (-11.51, 25.32, 17.03)
C (-10.75, 25.64, 15.84)
C (-11.38, 24.86, 14.60)
O (-11.68, 23.53, 14.82)
C (-12.08, 22.87, 13.65)
H (-14.80, 23.41, 20.20)
H (-15.71, 24.87, 19.76)
H (-14.29, 24.99, 20.63)
H (-12.68, 26.06, 19.14)
H (-14.21, 26.65, 18.58)
H (-12.34, 27.25, 17.03)
H (-13.37, 25.94, 16.36)
H (-11.80, 24.36, 16.90)
H (-9.76, 25.29, 16.14)
H (-10.74, 26.68, 15.51)
H (-10.57, 24.93, 13.87)
H (-12.29, 25.31, 14.21)
H (-13.09, 23.24, 13.46)
H (-12.10, 21.78, 13.67)
H (-11.45, 23.13, 12.81)
C (-7.51, 27.40, 11.81)
O (-6.82, 28.15, 12.71)
C (-7.36, 28.30, 14.02)
C (-8.70, 29.03, 14.23)
N (-8.84, 28.95, 15.68)
C (-10.10, 29.49, 16.22)
C (-10.07, 29.25, 17.73)
O (-8.86, 29.81, 18.34)
C (-8.88, 29.64, 19.71)
H (-6.96, 27.20, 10.89)
H (-8.48, 27.73, 11.44)
H (-7.83, 26.46, 12.27)
H (-6.57, 28.76, 14.60)
H (-7.43, 27.36, 14.57)
H (-9.51, 28.49, 13.74)
H (-8.64, 30.04, 13.82)
H (-8.11, 29.27, 16.30)
H (-10.92, 28.96, 15.73)
H (-10.18, 30.56, 16.06)
H (-10.17, 28.17, 17.78)
H (-10.92, 29.75, 18.19)
H (-7.96, 30.10, 20.07)
H (-8.91, 28.62, 20.10)
H (-9.73, 30.16, 20.14)
C (-18.11, 27.36, 20.06)
O (-18.57, 26.59, 18.91)
C (-17.70, 26.61, 17.80)
C (-18.48, 25.99, 16.62)
N (-17.76, 26.02, 15.31)
C (-16.48, 25.32, 15.28)
C (-15.61, 25.64, 13.96)
O (-14.47, 26.55, 14.29)
C (-14.90, 27.87, 14.72)
H (-17.98, 28.38, 19.72)
H (-17.15, 26.99, 20.43)
H (-18.88, 27.32, 20.83)
H (-16.88, 25.95, 18.10)
H (-17.28, 27.60, 17.58)
H (-19.32, 26.67, 16.52)
H (-18.80, 24.99, 16.93)
H (-18.36, 25.38, 14.80)
H (-16.56, 24.28, 15.60)
H (-15.79, 25.56, 16.09)
H (-16.20, 26.09, 13.17)
H (-15.06, 24.74, 13.67)
H (-14.09, 28.58, 14.88)
H (-15.66, 27.88, 15.50)
H (-15.47, 28.25, 13.87)

The calculation puts the relative energy (zero: lowest compared OMol25 entry of this formula, charge and spin) at 461.28 kJ/mol. The value obtained for the HOMO energy is -8.264 eV. For the lowest unoccupied orbital energy, the calculation gives 0.54 eV. Its strongest force on any atom is 3.663 eV Å⁻¹. Its multiplicity is 1. The total energy comes out at -2408.10992 a.u.

Atom charges from the Mulliken analysis, given in e for atoms 1 to 4:
1. C -1.248
2. C 0.302
3. C -0.161
4. O -0.600



No. 2
The following is a DFT calculation (ωB97M-V/def2-TZVPD) of a cluster of 10 separate species, C33H84F2N3O29P5 in total at a distorted geometry.

Cartesian coordinates (Å):
C (5.33, 1.00, -1.92)
C (6.84, 1.06, -2.18)
C (7.49, -0.30, -2.62)
O (7.44, -1.32, -1.67)
C (8.14, -1.02, -0.50)
N (6.94, 1.95, -3.29)
H (4.91, 1.94, -1.57)
H (5.09, 0.16, -1.25)
H (4.71, 0.86, -2.80)
H (7.26, 1.49, -1.27)
H (8.50, -0.11, -2.99)
H (6.90, -0.61, -3.48)
H (7.86, -0.07, -0.04)
H (9.21, -0.86, -0.66)
H (8.19, -1.86, 0.20)
H (6.11, 2.18, -3.81)
H (7.72, 1.57, -3.81)
C (-4.24, -8.10, -6.77)
C (-3.33, -6.94, -6.85)
C (-3.06, -6.34, -5.51)
O (-4.14, -5.55, -5.03)
C (-3.70, -4.73, -3.95)
N (-2.11, -7.54, -7.40)
H (-5.12, -7.84, -6.18)
H (-3.79, -8.86, -6.13)
H (-4.52, -8.47, -7.76)
H (-3.59, -6.08, -7.47)
H (-2.15, -5.76, -5.70)
H (-2.77, -7.04, -4.74)
H (-4.30, -3.88, -3.64)
H (-2.67, -4.39, -3.98)
H (-3.92, -5.40, -3.12)
H (-2.08, -8.33, -6.77)
H (-1.29, -6.96, -7.30)
C (-7.12, -0.23, -0.23)
C (-7.68, -1.24, 0.77)
C (-6.85, -2.56, 1.24)
O (-7.65, -3.27, 2.13)
C (-7.02, -4.42, 2.77)
N (-8.14, -0.62, 2.00)
H (-6.07, 0.01, -0.05)
H (-7.64, 0.73, -0.21)
H (-7.20, -0.63, -1.24)
H (-8.53, -1.71, 0.29)
H (-5.86, -2.12, 1.43)
H (-6.64, -3.27, 0.44)
H (-7.70, -4.94, 3.43)
H (-6.07, -4.09, 3.21)
H (-6.66, -5.19, 2.09)
H (-8.26, -1.46, 2.54)
H (-7.54, 0.00, 2.53)
C (-1.43, -0.15, 8.45)
O (-2.71, -0.82, 8.48)
P (-3.94, -0.39, 7.51)
O (-3.82, -0.88, 6.10)
O (-5.20, -1.00, 8.38)
C (-6.46, -1.11, 7.69)
O (-4.06, 1.15, 7.71)
C (-4.00, 2.09, 6.59)
H (-1.46, 0.68, 9.17)
H (-1.41, 0.34, 7.48)
H (-0.50, -0.71, 8.53)
H (-7.17, -0.38, 8.08)
H (-6.73, -2.14, 7.93)
H (-6.33, -0.93, 6.63)
H (-3.86, 1.59, 5.63)
H (-3.19, 2.82, 6.54)
H (-5.00, 2.49, 6.47)
C (3.93, -4.27, -9.37)
O (4.27, -4.24, -7.92)
P (3.62, -5.26, -6.87)
O (2.56, -6.10, -7.35)
O (4.94, -6.05, -6.29)
C (6.14, -5.46, -5.98)
O (3.08, -4.26, -5.65)
C (3.34, -4.51, -4.28)
H (3.39, -5.14, -9.76)
H (4.82, -4.27, -10.00)
H (3.29, -3.40, -9.50)
H (6.25, -4.40, -6.20)
H (6.93, -5.85, -6.62)
H (6.41, -5.59, -4.93)
H (2.53, -4.97, -3.72)
H (3.52, -3.56, -3.78)
H (4.33, -4.96, -4.13)
C (5.28, -3.57, 7.51)
O (4.58, -2.25, 7.48)
P (5.17, -0.85, 6.82)
O (4.15, 0.22, 6.63)
O (6.31, -0.40, 7.86)
C (6.79, 1.01, 7.83)
O (5.96, -1.24, 5.47)
C (5.17, -1.46, 4.30)
H (5.68, -3.58, 8.52)
H (6.19, -3.65, 6.92)
H (4.61, -4.39, 7.21)
H (6.56, 1.52, 8.77)
H (6.34, 1.55, 7.00)
H (7.83, 1.27, 7.68)
H (4.12, -1.70, 4.41)
H (5.58, -2.37, 3.86)
H (5.19, -0.61, 3.63)
C (-7.48, 8.46, 3.92)
O (-6.42, 8.89, 3.08)
P (-4.93, 8.37, 3.34)
O (-3.94, 8.75, 2.29)
O (-4.60, 8.91, 4.91)
C (-3.26, 9.43, 5.29)
O (-4.92, 6.76, 3.58)
C (-4.83, 5.87, 2.55)
H (-8.17, 7.87, 3.32)
H (-7.84, 9.40, 4.34)
H (-7.01, 7.86, 4.70)
H (-2.62, 9.26, 4.42)
H (-2.71, 8.85, 6.02)
H (-3.15, 10.42, 5.75)
H (-4.35, 4.92, 2.79)
H (-4.01, 6.16, 1.90)
H (-5.74, 5.75, 1.96)
C (2.98, 1.45, -8.17)
O (1.72, 1.97, -7.73)
P (1.69, 3.19, -6.65)
O (2.99, 3.67, -6.05)
O (0.75, 4.36, -7.42)
C (0.85, 5.72, -7.09)
O (0.61, 2.59, -5.56)
C (-0.69, 2.25, -5.97)
H (3.03, 0.38, -7.93)
H (3.87, 1.81, -7.66)
H (3.17, 1.71, -9.21)
H (-0.01, 6.10, -6.54)
H (1.01, 6.36, -7.96)
H (1.72, 6.04, -6.51)
H (-1.14, 1.67, -5.16)
H (-0.89, 1.70, -6.89)
H (-1.34, 3.11, -6.06)
C (-0.82, 0.02, 1.68)
C (-0.56, -0.59, 0.36)
O (-0.80, 0.46, -0.54)
C (-0.94, 1.61, 0.16)
O (-1.17, 2.74, -0.23)
O (-0.71, 1.43, 1.42)
F (-1.42, -1.56, 0.03)
H (-0.11, -0.41, 2.38)
H (-1.86, -0.11, 1.96)
H (0.41, -1.09, 0.27)
C (2.85, 4.66, 3.80)
C (2.59, 5.27, 2.45)
O (3.53, 4.61, 1.61)
C (4.54, 4.48, 2.28)
O (5.64, 4.38, 1.74)
O (4.23, 4.31, 3.61)
F (2.89, 6.59, 2.61)
H (2.18, 3.84, 4.05)
H (2.81, 5.46, 4.54)
H (1.55, 5.21, 2.16)

The value obtained for the HOMO energy is -8.676 eV. For the lowest unoccupied orbital energy, the calculation gives -0.24 eV. Its strongest force on any atom is 8.414 eV Å⁻¹. Its multiplicity is 1. The total energy comes out at -5560.61289 a.u.

Atom charges from the Mulliken analysis, given in e for atoms 1 to 4:
1. C -1.567
2. C 0.745
3. C -0.934
4. O -0.269



No. 3
The following is a DFT calculation (ωB97M-V/def2-TZVPD) of a structure of composition C33H87BaBr2Cl2N7O11V at a distorted geometry.

Cartesian coordinates (Å):
O (3.12, 0.96, -2.21)
V (2.04, -0.10, -2.65)
O (1.47, 0.39, -4.08)
Ba (-1.34, 3.02, -1.74)
O (-2.32, 1.35, 0.39)
C (-1.64, 0.13, 0.42)
C (-0.59, -0.32, -0.75)
O (0.24, 0.61, -1.41)
H (-2.35, -0.67, 0.64)
H (-1.08, 0.13, 1.35)
H (-1.11, -0.93, -1.49)
H (0.06, -1.11, -0.38)
Br (-5.59, -1.85, 1.51)
C (-4.68, -3.08, 0.28)
C (-4.73, -2.50, -1.16)
Br (-4.25, -3.90, -2.48)
H (-5.14, -4.06, 0.37)
H (-3.64, -3.13, 0.62)
H (-3.91, -1.79, -1.14)
H (-5.62, -1.98, -1.51)
C (-2.37, 0.91, -6.11)
C (-2.57, 1.62, -4.78)
C (-3.48, 0.87, -3.84)
O (-3.55, 1.67, -2.66)
C (-4.71, 1.42, -1.82)
N (-1.17, 1.85, -4.34)
H (-2.02, -0.13, -6.14)
H (-1.66, 1.42, -6.76)
H (-3.23, 0.89, -6.78)
H (-3.02, 2.59, -4.98)
H (-3.19, -0.10, -3.41)
H (-4.45, 0.84, -4.32)
H (-4.69, 1.77, -0.79)
H (-4.84, 0.34, -1.67)
H (-5.66, 1.79, -2.21)
H (-0.86, 2.46, -5.08)
H (-0.61, 1.02, -4.46)
C (1.73, -4.04, -4.90)
C (2.29, -2.96, -3.89)
C (3.40, -2.03, -4.58)
O (3.92, -1.11, -3.67)
C (5.12, -0.62, -4.29)
N (1.13, -2.21, -3.38)
H (0.99, -4.64, -4.36)
H (2.60, -4.54, -5.33)
H (1.14, -3.56, -5.68)
H (2.74, -3.37, -2.99)
H (2.93, -1.56, -5.44)
H (4.19, -2.74, -4.80)
H (5.82, -1.42, -4.50)
H (5.43, 0.05, -3.48)
H (4.96, -0.08, -5.22)
H (0.64, -2.07, -4.26)
H (0.49, -2.91, -3.05)
C (2.08, 5.61, -0.21)
C (2.24, 4.09, -0.49)
C (3.38, 3.43, 0.27)
O (4.60, 4.06, -0.13)
C (5.83, 3.43, 0.11)
N (1.01, 3.43, -0.23)
H (1.54, 5.90, 0.70)
H (1.32, 6.02, -0.87)
H (3.00, 6.18, -0.34)
H (2.41, 4.12, -1.57)
H (3.51, 2.36, 0.12)
H (3.22, 3.49, 1.35)
H (5.78, 2.39, -0.20)
H (6.14, 3.57, 1.14)
H (6.51, 4.08, -0.46)
H (0.87, 3.56, 0.77)
H (1.10, 2.44, -0.38)
C (-0.57, -6.63, -1.90)
C (-0.55, -5.27, -1.02)
C (0.78, -4.93, -0.26)
O (0.71, -3.67, 0.42)
C (0.00, -3.62, 1.64)
N (-0.75, -4.16, -1.99)
H (0.10, -6.61, -2.76)
H (-1.57, -6.82, -2.29)
H (-0.31, -7.47, -1.26)
H (-1.36, -5.18, -0.29)
H (1.67, -5.01, -0.88)
H (1.01, -5.69, 0.48)
H (0.54, -3.92, 2.54)
H (-0.99, -4.06, 1.70)
H (-0.12, -2.55, 1.80)
H (-1.74, -4.12, -2.20)
H (-0.64, -3.35, -1.40)
C (0.43, 4.59, 3.81)
C (-0.13, 3.23, 3.44)
C (-0.74, 2.53, 4.67)
O (0.29, 2.16, 5.59)
C (-0.28, 1.83, 6.85)
N (-1.05, 3.48, 2.28)
H (-0.36, 5.10, 4.36)
H (0.70, 5.15, 2.92)
H (1.28, 4.49, 4.48)
H (0.74, 2.68, 3.10)
H (-1.20, 1.62, 4.28)
H (-1.57, 3.00, 5.19)
H (-1.01, 1.03, 6.72)
H (-0.78, 2.60, 7.43)
H (0.57, 1.50, 7.44)
H (-1.95, 3.70, 2.69)
H (-1.21, 2.61, 1.79)
C (-4.57, 3.05, 3.92)
C (-4.64, 1.51, 3.65)
C (-5.74, 0.83, 4.43)
O (-5.79, 1.20, 5.81)
C (-6.87, 0.62, 6.41)
N (-4.80, 1.37, 2.21)
H (-4.28, 3.23, 4.95)
H (-5.50, 3.58, 3.73)
H (-3.71, 3.37, 3.33)
H (-3.72, 1.09, 4.05)
H (-5.68, -0.25, 4.26)
H (-6.68, 1.10, 3.95)
H (-6.97, -0.46, 6.29)
H (-7.72, 1.12, 5.96)
H (-6.85, 0.86, 7.48)
H (-3.93, 1.61, 1.76)
H (-4.93, 0.41, 1.92)
C (4.55, -2.95, -0.84)
C (3.97, -1.77, -0.15)
C (5.03, -0.65, 0.00)
O (6.01, -1.03, 0.89)
C (7.06, -0.04, 1.09)
N (2.73, -1.44, -0.76)
H (4.79, -2.83, -1.90)
H (3.95, -3.85, -0.72)
H (5.52, -3.16, -0.40)
H (3.82, -2.11, 0.88)
H (4.57, 0.26, 0.40)
H (5.44, -0.40, -0.98)
H (7.81, -0.38, 1.81)
H (6.63, 0.90, 1.42)
H (7.58, 0.11, 0.15)
H (2.23, -0.89, -0.08)
H (2.22, -2.31, -0.81)
C (1.39, -0.11, 3.35)
Cl (2.05, -1.72, 3.62)
Cl (2.18, 0.59, 1.86)
H (0.31, -0.05, 3.37)
H (1.65, 0.61, 4.14)

The value obtained for the HOMO energy is -9.731 eV. For the lowest unoccupied orbital energy, the calculation gives -2.51 eV. Its total charge is +1. Its strongest force on any atom is 3.681 eV Å⁻¹. Its multiplicity is 1. The total energy comes out at -9558.08097 a.u.

Atom charges from the Mulliken analysis, given in e for atoms 1 to 4:
1. O -0.573
2. V 1.129
3. O -0.511
4. Ba 1.901